1.
{
  "formula": "C72H183N13O23",
  "method": "wB97M-V/def2-TZVPD",
  "elements": ["C", "O", "C", "C", "N", "C", "C", "O", "C", "H", "H", "H", "H", "H", "H", "H", "H", "H", "H", "H", "H", "H", "H", "H", "C", "O", "C", "C", "N", "C", "C", "O", "C", "H", "H", "H", "H", "H", "H", "H", "H", "H", "H", "H", "H", "H", "H", "H", "C", "O", "C", "C", "N", "C", "C", "O", "C", "H", "H", "H", "H", "H", "H", "H", "H", "H", "H", "H", "H", "H", "H", "H", "C", "O", "C", "C", "N", "C", "C", "O", "C", "H", "H", "H", "H", "H", "H", "H", "H", "H", "H", "H", "H", "H", "H", "H", "C", "O", "C", "C", "N", "C", "C", "O", "C", "H", "H", "H", "H", "H", "H", "H", "H", "H", "H", "H", "H", "H", "H", "H", "C", "O", "C", "C", "N", "C", "C", "O", "C", "H", "H", "H", "H", "H", "H", "H", "H", "H", "H", "H", "H", "H", "H", "H", "C", "O", "C", "C", "N", "C", "C", "O", "C", "H", "H", "H", "H", "H", "H", "H", "H", "H", "H", "H", "H", "H", "H", "H", "C", "O", "C", "C", "N", "C", "C", "O", "C", "H", "H", "H", "H", "H", "H", "H", "H", "H", "H", "H", "H", "H", "H", "H", "C", "O", "C", "C", "N", "C", "C", "O", "C", "H", "H", "H", "H", "H", "H", "H", "H", "H", "H", "H", "H", "H", "H", "H", "C", "O", "C", "C", "N", "C", "C", "O", "C", "H", "H", "H", "H", "H", "H", "H", "H", "H", "H", "H", "H", "H", "H", "H", "C", "C", "C", "O", "C", "N", "H", "H", "H", "H", "H", "H", "H", "H", "H", "H", "H", "C", "C", "C", "O", "C", "N", "H", "H", "H", "H", "H", "H", "H", "H", "H", "H", "H", "C", "C", "C", "O", "C", "N", "H", "H", "H", "H", "H", "H", "H", "H", "H", "H", "H"],
  "coordinates": [[10.74, 0.39, 1.96], [11.05, 0.14, 0.61], [10.83, -1.19, 0.26], [11.89, -1.69, -0.70], [11.89, -0.86, -1.93], [13.04, -1.05, -2.84], [14.26, -0.16, -2.42], [15.24, -0.45, -3.40], [16.50, 0.18, -3.18], [9.81, -0.05, 2.31], [10.58, 1.46, 1.88], [11.62, 0.14, 2.56], [9.84, -1.21, -0.18], [10.69, -1.79, 1.16], [11.73, -2.72, -1.01], [12.87, -1.65, -0.22], [11.96, 0.05, -1.50], [12.75, -0.86, -3.87], [13.37, -2.09, -2.80], [14.72, -0.60, -1.54], [14.03, 0.90, -2.31], [17.15, -0.07, -4.02], [16.87, -0.42, -2.34], [16.45, 1.25, -3.01], [-3.18, -0.85, 8.50], [-2.27, -1.60, 7.71], [-2.90, -2.57, 6.99], [-2.11, -3.88, 7.16], [-0.65, -3.80, 6.82], [-0.12, -5.13, 6.83], [1.25, -5.17, 6.21], [1.73, -6.46, 6.38], [2.83, -6.90, 5.50], [-3.97, -0.30, 8.00], [-2.59, -0.07, 8.99], [-3.66, -1.53, 9.21], [-2.95, -2.42, 5.91], [-3.97, -2.63, 7.16], [-2.45, -4.55, 6.37], [-2.32, -4.29, 8.15], [-0.29, -3.23, 7.57], [-0.76, -5.75, 6.20], [-0.07, -5.62, 7.81], [1.94, -4.40, 6.57], [1.29, -4.95, 5.14], [3.44, -7.69, 5.95], [3.57, -6.12, 5.32], [2.57, -6.98, 4.45], [-6.38, 6.32, 3.75], [-5.53, 5.37, 4.29], [-5.88, 4.06, 4.56], [-4.55, 3.22, 4.61], [-3.92, 3.04, 3.28], [-2.71, 2.25, 3.29], [-1.49, 2.93, 3.88], [-1.37, 4.21, 3.27], [-0.26, 5.06, 3.62], [-5.94, 7.26, 3.42], [-7.18, 6.55, 4.45], [-6.71, 5.84, 2.82], [-6.59, 3.59, 3.89], [-6.44, 3.98, 5.49], [-4.84, 2.23, 4.97], [-3.91, 3.81, 5.27], [-3.64, 3.93, 2.91], [-2.43, 2.12, 2.25], [-2.81, 1.22, 3.63], [-0.57, 2.47, 3.51], [-1.49, 2.98, 4.97], [-0.18, 5.93, 2.97], [0.58, 4.37, 3.54], [-0.42, 5.28, 4.68], [-0.47, 7.87, 11.25], [0.78, 7.21, 11.66], [0.83, 5.80, 11.42], [2.31, 5.37, 11.52], [3.12, 6.10, 10.49], [2.90, 5.62, 9.10], [3.07, 4.16, 8.74], [1.98, 3.31, 9.02], [2.08, 1.94, 8.55], [-0.50, 8.70, 11.95], [-1.40, 7.34, 11.49], [-0.40, 8.15, 10.20], [0.25, 5.71, 10.50], [0.32, 5.21, 12.17], [2.41, 4.29, 11.50], [2.67, 5.78, 12.47], [2.99, 7.09, 10.35], [3.59, 6.26, 8.54], [1.92, 5.87, 8.71], [4.05, 3.82, 9.07], [3.00, 4.04, 7.66], [2.34, 1.89, 7.49], [1.12, 1.46, 8.76], [2.79, 1.40, 9.18], [5.28, 7.08, -1.92], [4.95, 7.35, -3.27], [5.81, 6.74, -4.30], [5.38, 5.28, -4.58], [5.99, 4.17, -3.76], [7.51, 4.08, -3.79], [8.19, 4.00, -2.37], [8.01, 5.33, -1.77], [9.08, 5.81, -1.00], [4.40, 7.32, -1.32], [6.20, 7.56, -1.57], [5.33, 6.01, -1.70], [6.86, 6.75, -4.01], [5.70, 7.41, -5.15], [5.80, 5.10, -5.57], [4.30, 5.13, -4.61], [5.71, 4.23, -2.79], [8.04, 4.81, -4.42], [7.78, 3.11, -4.20], [9.24, 3.78, -2.57], [7.76, 3.13, -1.89], [9.31, 5.19, -0.13], [8.84, 6.79, -0.57], [9.86, 6.05, -1.72], [-5.13, 6.67, -2.72], [-5.06, 7.88, -2.02], [-3.80, 8.05, -1.39], [-3.46, 7.09, -0.24], [-1.99, 6.81, -0.25], [-1.45, 6.00, -1.30], [-2.12, 4.64, -1.44], [-1.43, 3.97, -2.47], [-1.90, 2.59, -2.72], [-4.25, 6.23, -3.20], [-6.01, 6.76, -3.35], [-5.31, 5.83, -2.04], [-3.81, 9.05, -0.96], [-3.01, 8.19, -2.14], [-4.16, 6.28, -0.03], [-3.65, 7.67, 0.67], [-1.65, 6.45, 0.63], [-0.39, 5.89, -1.10], [-1.46, 6.62, -2.20], [-3.17, 4.67, -1.75], [-2.09, 4.18, -0.46], [-1.92, 2.21, -3.74], [-2.94, 2.52, -2.40], [-1.33, 1.90, -2.10], [-11.75, -5.05, 6.44], [-11.98, -5.55, 5.08], [-11.38, -4.68, 4.08], [-9.83, -4.88, 4.02], [-9.25, -4.18, 2.82], [-9.33, -2.75, 2.92], [-8.65, -2.22, 4.22], [-9.68, -2.03, 5.24], [-9.21, -1.39, 6.45], [-12.14, -4.05, 6.63], [-10.68, -5.26, 6.43], [-12.01, -5.78, 7.21], [-11.61, -3.66, 4.39], [-11.80, -4.91, 3.10], [-9.54, -5.93, 3.96], [-9.43, -4.48, 4.95], [-9.66, -4.29, 1.90], [-10.33, -2.38, 2.67], [-8.81, -2.40, 2.03], [-8.08, -1.29, 4.15], [-7.96, -3.03, 4.46], [-10.08, -1.16, 7.06], [-8.69, -0.45, 6.23], [-8.55, -2.02, 7.04], [2.71, 0.89, -0.11], [2.42, 0.45, 1.19], [3.13, -0.69, 1.68], [2.01, -1.67, 2.23], [1.13, -1.83, 1.17], [-0.05, -2.52, 1.61], [-1.05, -2.60, 0.37], [-1.93, -1.46, 0.25], [-3.21, -1.57, 0.96], [2.53, 0.01, -0.73], [3.76, 1.12, -0.30], [2.03, 1.71, -0.34], [3.89, -0.35, 2.38], [3.56, -1.20, 0.82], [1.45, -1.40, 3.12], [2.47, -2.63, 2.45], [0.93, -0.87, 0.91], [-0.50, -2.00, 2.46], [0.05, -3.56, 1.93], [-1.50, -3.59, 0.30], [-0.43, -2.67, -0.52], [-2.98, -1.69, 2.02], [-3.65, -2.52, 0.64], [-3.93, -0.76, 0.94], [-2.99, -3.06, -5.57], [-2.63, -2.27, -6.72], [-1.60, -2.95, -7.31], [-1.04, -2.15, -8.43], [0.01, -2.71, -9.27], [-0.09, -4.05, -9.69], [1.18, -4.63, -10.37], [1.91, -5.03, -9.28], [2.79, -6.15, -9.49], [-3.54, -3.97, -5.81], [-3.62, -2.30, -5.10], [-2.20, -3.30, -4.87], [-1.95, -3.92, -7.67], [-0.74, -3.16, -6.67], [-0.65, -1.17, -8.16], [-1.90, -2.13, -9.11], [0.89, -2.45, -8.85], [-0.95, -3.97, -10.35], [-0.41, -4.79, -8.96], [1.65, -3.86, -10.97], [0.75, -5.41, -11.00], [3.48, -6.21, -10.33], [2.17, -7.05, -9.51], [3.48, -6.06, -8.65], [3.10, -0.70, -7.68], [2.54, -0.22, -8.90], [2.80, 1.16, -9.30], [2.59, 1.30, -10.87], [1.19, 1.28, -11.05], [0.90, 1.39, -12.46], [1.33, 0.30, -13.40], [1.23, 0.85, -14.73], [-0.10, 0.67, -15.26], [2.95, -1.77, -7.55], [2.84, -0.10, -6.80], [4.19, -0.65, -7.69], [3.85, 1.31, -9.04], [2.22, 1.92, -8.77], [3.12, 0.43, -11.27], [3.06, 2.20, -11.27], [0.81, 0.42, -10.69], [1.23, 2.36, -12.83], [-0.19, 1.41, -12.54], [0.62, -0.51, -13.22], [2.37, 0.01, -13.31], [-0.37, -0.31, -15.65], [-0.25, 1.45, -16.02], [-0.91, 0.84, -14.56], [-0.70, -8.87, 2.27], [-2.04, -8.11, 1.89], [-2.60, -8.45, 0.46], [-3.74, -7.59, 0.28], [-4.19, -7.60, -1.05], [-3.01, -8.33, 2.97], [-0.78, -9.91, 1.97], [-0.26, -8.87, 3.27], [0.14, -8.33, 1.83], [-1.88, -7.03, 1.79], [-2.87, -9.49, 0.26], [-1.83, -8.36, -0.30], [-5.02, -6.91, -1.21], [-4.42, -8.60, -1.43], [-3.38, -7.17, -1.65], [-3.79, -7.88, 2.51], [-2.75, -7.75, 3.75], [-12.09, 3.18, -1.99], [-11.89, 2.84, -0.55], [-10.46, 2.83, -0.11], [-9.62, 1.73, -0.46], [-8.65, 2.01, -1.41], [-12.74, 3.73, 0.29], [-11.57, 2.59, -2.74], [-12.05, 4.26, -2.13], [-13.11, 2.87, -2.22], [-12.20, 1.82, -0.30], [-10.44, 2.72, 0.97], [-10.15, 3.81, -0.48], [-7.77, 2.47, -0.97], [-8.95, 2.70, -2.20], [-8.09, 1.16, -1.81], [-13.67, 3.33, 0.20], [-12.46, 3.63, 1.26], [3.95, -6.16, -3.46], [3.49, -5.53, -2.09], [4.70, -5.49, -1.06], [4.96, -6.84, -0.62], [6.38, -6.93, -0.40], [3.01, -4.19, -2.40], [4.77, -5.61, -3.91], [3.14, -6.11, -4.19], [4.28, -7.19, -3.33], [2.62, -6.02, -1.68], [4.28, -4.89, -0.25], [5.56, -4.94, -1.44], [6.63, -7.99, -0.49], [6.75, -6.57, 0.56], [6.94, -6.40, -1.17], [2.33, -4.44, -3.11], [2.57, -3.74, -1.62]],
  "homo_lumo_gap_ev": 8.32,
  "lumo_energy_ha": 0.002,
  "multiplicity": 1,
  "homo_energy_ev": -8.27,
  "max_force_ha_per_bohr": 0.0785,
  "relative_energy_kj_mol": 878.0,
  "energy_ha": -5294.39740
}

***

2.
{
  "formula": "C3H8N2O2",
  "method": "wB97M-V/def2-TZVPD",
  "elements": ["O", "C", "O", "N", "C", "C", "N", "H", "H", "H", "H", "H", "H", "H", "H"],
  "coordinates": [[0.85, -2.67, 1.72], [1.09, -2.64, 0.55], [1.63, -2.82, -0.46], [-0.38, -1.17, 0.20], [0.20, 0.12, -0.14], [-0.83, 1.26, -0.19], [-0.28, 2.56, -0.55], [-0.51, -1.36, 1.27], [-1.11, -1.43, -0.45], [0.96, 0.36, 0.62], [0.72, 0.02, -1.10], [-1.31, 1.36, 0.78], [-1.60, 1.02, -0.92], [0.16, 2.53, -1.46], [0.42, 2.85, 0.12]],
  "homo_lumo_gap_ev": 9.99,
  "lumo_energy_ha": 0.027,
  "multiplicity": 1,
  "homo_energy_ev": -9.25,
  "max_force_ha_per_bohr": 0.0639,
  "relative_energy_kj_mol": 98.8,
  "energy_ha": -379.10338
}